ORCA calculation (the ωB97M-V functional and the def2-TZVPD basis) on a cluster of 7 separate species, C14H42O14 in total at a distorted geometry.

Geometry as XYZ:
```
70
C14H42O14 the ωB97M-V functional and the def2-TZVPD basis
O -2.6178 1.6030 5.3774
C -3.3602 0.8858 6.3244
C -4.6521 0.1512 5.7882
O -4.3049 -0.8307 4.8277
H -2.4123 1.0256 4.6385
H -2.6514 0.1564 6.7164
H -3.5003 1.5307 7.1918
H -5.2818 0.8511 5.2389
H -5.2813 -0.1775 6.6155
H -3.5987 -0.5747 4.2299
O -0.4564 -5.7306 -0.8330
C 0.8240 -5.8492 -0.2871
C 1.6472 -6.8819 -0.9198
O 1.2119 -8.1078 -0.3747
H -1.1902 -5.9303 -0.2471
H 1.2997 -4.8914 -0.4980
H 0.7933 -5.7976 0.8013
H 2.7159 -6.9335 -0.7120
H 1.6686 -6.8838 -2.0096
H 1.2895 -8.0996 0.5821
O -0.6280 6.9966 -1.0054
C -1.7310 6.7239 -1.9084
C -2.3819 8.0237 -2.4573
O -2.9148 8.7176 -1.3750
H -0.2124 7.7465 -1.4373
H -1.5307 6.0470 -2.7390
H -2.4830 6.3490 -1.2141
H -3.2459 7.8100 -3.0865
H -1.6506 8.6028 -3.0211
H -2.3056 9.4401 -1.2062
O -0.5773 -4.1596 -5.5734
C -0.2837 -5.2429 -6.4654
C -0.5232 -4.9614 -7.9436
O 0.4130 -4.0219 -8.3853
H -0.9257 -4.5479 -4.7675
H 0.7800 -5.4622 -6.3725
H -0.6506 -6.2397 -6.2206
H -1.5765 -4.6981 -8.0405
H -0.4362 -5.9408 -8.4139
H 0.3736 -3.1730 -7.9389
O 2.6643 -0.8369 2.8367
C 3.5112 -0.8659 4.0015
C 2.8218 0.0211 5.0899
O 3.1976 1.3998 4.8789
H 3.1075 -1.2305 2.0815
H 3.6256 -1.9103 4.2918
H 4.4702 -0.4915 3.6432
H 3.2045 -0.4074 6.0162
H 1.7376 -0.0819 5.1343
H 2.7402 1.7328 4.1034
O -1.0182 -0.1171 1.8462
C -1.5778 -0.7102 0.6844
C -0.8677 -0.2502 -0.5980
O -0.9009 1.1738 -0.8387
H -0.0625 -0.0748 1.7658
H -1.4504 -1.7871 0.7945
H -2.6543 -0.5581 0.6064
H -1.3433 -0.7523 -1.4404
H 0.1696 -0.5846 -0.6134
H -0.5830 1.6353 -0.0593
O 1.9904 3.8895 0.6340
C 3.2587 3.5706 0.0536
C 3.3435 3.8416 -1.4153
O 2.7141 2.7967 -2.2073
H 1.7291 4.7420 0.2782
H 4.0381 4.1705 0.5234
H 3.5626 2.5348 0.2051
H 4.3422 4.0877 -1.7761
H 2.7593 4.7541 -1.5350
H 1.8177 2.7835 -1.8639
```

As for the HOMO-LUMO gap: 10.160 eV. The SMILES is OCCO.OCCO.OCCO.OCCO.OCCO.OCCO.OCCO. Its max |F| is 0.0630 Eh/bohr. The net charge is 0.

ORCA calculation (the ωB97M-V functional and the def2-TZVPD basis) on the molecule C6H12O.

Geometry as XYZ:
```
19
C6H12O the ωB97M-V functional and the def2-TZVPD basis
C 1.9241 -0.5662 -0.0817
C 0.8464 0.4091 -0.5306
O 0.8822 1.5195 0.3660
C -0.4124 1.8298 0.8430
C -1.2281 0.5489 0.7090
C -0.6153 -0.1202 -0.5288
C -0.7750 -1.6384 -0.5369
H 1.6698 -1.0250 0.8796
H 2.0875 -1.3581 -0.8209
H 2.8612 -0.0163 0.0466
H 1.0999 0.7688 -1.5393
H -0.3124 2.1695 1.8795
H -0.8571 2.6501 0.2575
H -1.0939 -0.0890 1.5913
H -2.2993 0.7433 0.5922
H -1.1138 0.2833 -1.4201
H -1.8352 -1.9119 -0.5794
H -0.2780 -2.0990 -1.3981
H -0.3557 -2.0851 0.3718
```

As for the HOMO-LUMO gap: 10.591 eV. The SMILES is C[C@@H]1OCC[C@@H]1C. Its max |F| is 0.0060 Eh/bohr. The net charge is 0.

ORCA calculation (the ωB97M-V functional and the def2-TZVPD basis) on a structure of composition C38H27AuN2S3SbSe4 at a distorted geometry.

Geometry as XYZ:
```
76
C38H27AuN2S3SbSe4 the ωB97M-V functional and the def2-TZVPD basis
Au 12.9520 17.1891 5.3331
S 17.8732 20.5907 5.5067
C 19.3325 21.4557 5.6977
C 20.4011 20.5809 5.7521
C 20.0107 19.2154 5.7155
C 18.6455 19.1074 5.5810
C 17.7424 17.9230 5.7483
C 16.4616 17.9153 5.2257
N 15.6321 17.0090 5.5245
C 15.9460 15.9776 6.3114
C 17.2369 15.8104 6.8241
C 17.4824 14.6879 7.7604
C 16.5371 13.8136 8.0378
C 15.1158 13.9668 7.5627
C 14.1606 13.1146 8.0025
C 12.8635 13.3285 7.4893
C 12.6512 14.4420 6.6146
N 13.6710 15.2203 6.1890
C 14.8577 15.0574 6.6736
C 11.7681 12.4061 7.8782
C 10.5017 12.7712 8.3008
C 9.5865 11.6331 8.2669
C 10.2071 10.4903 7.9526
S 11.8902 10.6820 7.6329
C 18.1486 16.8200 6.4889
H 19.3534 22.5229 5.6729
H 21.4264 20.8425 5.8144
H 20.7049 18.3952 5.7533
H 16.0811 18.7208 4.5518
H 18.4971 14.6700 8.1601
H 16.8280 13.1332 8.7900
H 14.2796 12.2952 8.7339
H 11.6490 14.4484 6.1603
H 10.1871 13.8256 8.3930
H 8.4961 11.4362 8.4849
H 9.7423 9.5175 7.8236
H 19.1813 16.6738 6.8786
Se 7.7512 17.1303 3.2840
Se 5.8816 18.0693 4.1318
Se 10.0905 14.7010 4.0038
Se 8.4157 15.6673 5.0829
S 12.2855 19.1179 4.3652
Sb 11.8550 20.2982 6.2169
C 11.0669 22.1323 5.7502
C 10.4156 22.9099 6.6841
C 9.9294 24.1559 6.3759
C 10.1447 24.7032 5.1238
C 10.9212 23.9663 4.2049
C 11.2942 22.6538 4.4816
C 10.5518 19.3935 7.6210
C 9.4152 18.8971 6.9415
C 8.4502 18.2444 7.7351
C 8.6830 17.8852 9.0594
C 9.9074 18.3088 9.6407
C 10.8299 19.1031 9.0019
C 13.5396 20.7267 7.3048
C 14.4105 19.7389 7.7445
C 15.6654 20.1026 8.3181
C 15.9046 21.4298 8.5463
C 15.0529 22.4123 8.1751
C 13.8754 22.0939 7.4613
H 10.2587 22.5455 7.6904
H 9.4122 24.8151 7.1073
H 9.9189 25.7954 4.8990
H 11.0113 24.4564 3.2409
H 11.9796 22.1664 3.8002
H 9.2272 19.0564 5.8237
H 7.5457 17.9780 7.2417
H 7.8796 17.4084 9.6194
H 9.9679 17.9189 10.6346
H 11.7542 19.4732 9.3723
H 14.4067 18.6812 7.4407
H 16.4129 19.3886 8.6447
H 16.8984 21.7253 8.8785
H 15.3987 23.4626 8.2963
H 13.3964 22.8879 6.9036
```

As for the HOMO-LUMO gap (alpha / beta): 7.446 / 6.188 eV. Its expectation value of S² is 2.010. Its max |F| is 0.0802 Eh/bohr. The net charge is +1. As for the spin multiplicity: 3.

ORCA calculation (the ωB97M-V functional and the def2-TZVPD basis) on a cluster of 2 separate species, C2H2Cl2S2 in total at a distorted geometry.

Geometry as XYZ:
```
8
C2H2Cl2S2 the ωB97M-V functional and the def2-TZVPD basis
C -0.3405 -1.0805 -0.3071
C -0.2117 0.2664 0.3918
S -1.0152 -0.9861 -1.8041
S 1.5859 0.8589 0.4349
Cl 0.4067 -2.2990 0.5232
Cl -0.8228 0.3103 2.0067
H -1.1057 1.2936 -0.5163
H 1.5032 1.6363 -0.7292
```

As for the HOMO-LUMO gap: 8.118 eV. Its max |F| is 0.0930 Eh/bohr. The net charge is 0.

Per-record total energy, eV: -43857.72463, -8463.95626, -346937.88514, -48818.55457
Per-record relative energy (zero: lowest compared OMol25 entry of this formula, charge and spin), kJ/mol: 325.2, 38.4, 144.2, 249.4